Molecular formula: C21H72N10O15
Method: DFT, wB97M-V/def2-TZVPD

Geometry (Å):
H  -11.25451  -4.61861  -7.61988
H  -6.95717  1.48260  -10.71319
C  -9.44557  2.12786  -14.74894
H  -11.03492  -0.70553  -16.30393
H  -11.70789  1.52196  -10.77798
C  -12.91190  -1.14878  -8.03523
C  -7.06932  1.56564  -11.76699
H  -12.17278  -0.92699  -9.95175
H  -4.59238  -1.00557  -12.39507
H  -11.88163  3.08673  -13.19215
H  -10.89432  -0.62639  -8.88501
C  -8.31917  -2.90825  -15.14809
C  -11.31477  -5.56944  -8.20621
H  -7.57729  -3.27446  -15.94882
H  -9.72293  2.89812  -15.44872
H  -9.02777  0.82834  -16.34749
H  -7.04701  2.99794  -13.24978
H  -4.38771  -5.14180  -12.47351
O  -11.66808  -4.14452  -10.13736
C  -11.51152  2.87830  -12.16762
H  -7.06188  -2.64571  -9.38363
H  -5.03215  -3.99702  -11.32903
H  -7.79055  -2.16140  -14.54683
H  -6.45027  0.77139  -12.22655
H  -5.49407  -5.60528  -11.18565
H  -16.74210  1.67990  -12.59460
H  -10.16964  -1.46701  -14.12653
C  -6.81987  2.97522  -12.22651
H  -13.74363  1.88100  -14.84201
H  -10.00097  -5.69661  -11.70972
H  -8.52425  -3.68700  -14.41112
O  -12.05945  1.66435  -11.64766
O  -7.91058  -5.69659  -9.96893
O  -6.44944  -1.98766  -12.58115
N  -15.67403  1.64717  -12.69240
H  -12.42676  2.50120  -15.77130
H  -7.74351  1.82267  -15.96033
H  -9.92435  -4.13511  -9.90682
H  -12.11069  -2.78864  -8.87721
O  -6.31458  -4.69727  -12.85613
C  -10.25426  -5.46237  -12.73516
H  -9.31661  0.11427  -13.22251
H  -7.63316  3.54393  -11.76463
N  -12.43640  -2.35201  -8.01623
H  -9.17311  -1.29526  -16.18487
O  -13.15913  -2.56824  -13.07332
H  -14.54201  -4.08028  -13.11610
O  -5.56753  3.51497  -11.92985
C  -15.41232  0.41594  -12.80318
N  -14.10246  0.17100  -12.81272
H  -11.93388  -6.35427  -7.82155
H  -12.35534  -6.00798  -9.94027
H  -3.76276  -1.93697  -14.44873
H  -9.19897  -2.70301  -9.53516
H  -13.37718  0.83939  -12.48821
H  -13.74206  -3.66383  -11.52626
N  -10.07123  -0.24630  -12.65800
H  -8.89370  2.66140  -13.96383
C  -8.52422  1.23759  -15.51083
O  -11.24600  -1.60153  -11.06124
C  -12.21756  -5.14665  -9.33745
H  -9.66400  -1.36282  -8.00557
H  -9.35613  -5.67476  -13.24302
H  -7.64216  1.50219  -8.95103
H  -8.10146  1.24652  -11.93914
C  -5.29793  -1.38272  -13.13150
H  -12.42204  -3.18781  -13.18677
C  -7.97543  -4.32679  -9.69241
C  -4.67613  -2.39893  -14.08986
H  -10.21511  1.59061  -14.24821
O  -16.33985  -0.51630  -13.08641
H  -4.40193  -3.26351  -13.49911
H  -13.11688  0.30474  -9.16963
C  -12.39577  0.32340  -15.48800
H  -7.78190  0.17810  -7.78236
O  -13.58964  -0.61003  -6.96624
H  -10.05795  -2.84841  -16.61682
N  -9.85404  -0.63046  -8.70577
C  -5.25893  -4.84003  -11.88441
H  -7.41282  -0.11755  -14.96343
C  -9.51366  -2.22838  -15.81830
H  -12.08631  -4.00559  -10.96203
O  -11.42191  0.12655  -16.50906
H  -14.97337  -2.46536  -12.26451
H  -10.25943  -3.55120  -12.86977
H  -10.31837  -5.88859  -8.51544
O  -10.03862  1.40273  -9.82054
H  -6.73605  -1.53929  -11.75857
H  -6.24457  -3.72941  -13.10027
H  -15.11275  2.22335  -12.01861
N  -9.05610  -3.67329  -9.81225
C  -14.20120  -3.24568  -12.43892
O  -10.49410  -2.01040  -14.84901
H  -5.54069  -0.46871  -13.71321
N  -7.05893  -3.64820  -9.15432
H  -11.80072  3.75077  -11.59766
H  -8.30384  -1.85376  -12.62612
H  -13.14497  -0.54604  -15.43661
N  -12.51928  -0.50643  -9.06691
N  -9.09819  -2.01089  -12.06761
H  -13.74833  1.74534  -16.61057
H  -13.19479  -4.90271  -9.03182
H  -12.59195  -3.00846  -7.20594
C  -9.35850  0.49993  -9.02085
C  -13.15834  1.66386  -15.72721
H  -11.85333  0.37297  -14.53362
N  -8.20418  0.78137  -8.53173
H  -5.67192  4.45597  -11.78977
H  -10.41779  2.87076  -12.11426
H  -5.39312  -2.66759  -14.78133
H  -6.07602  -4.02662  -9.11335
O  -10.85618  -4.22075  -13.08631
O  -8.04509  0.35526  -14.50985
H  -9.08023  -2.87651  -11.42463
C  -10.14910  -1.26035  -11.88551
H  -10.82926  0.50205  -12.48943
H  -13.72101  -0.79602  -12.98483
H  -10.90236  -6.20493  -13.15958

Values from the calculation:
**Spin multiplicity**: 1

Atomic partial charges in e from the Löwdin method, atoms 1 to 2: 0.0740, 0.0372

---

Molecular formula: C6H9N
Method: DFT, wB97M-V/def2-TZVPD

Geometry (Å):
H  2.97337  0.00158  0.14034
C  -0.41753  -0.62875  0.61596
H  -0.41638  -1.67943  0.89757
H  -2.48399  -1.39983  -0.19142
H  -1.17865  -1.10022  -1.38429
H  2.17010  -0.47806  -1.36308
C  -1.42914  0.35227  1.03018
H  -2.31270  0.18458  -0.96176
H  -1.13127  2.57635  0.78194
H  1.17185  2.05512  0.05587
C  -0.78031  1.55366  0.69548
N  0.50518  1.32465  0.27918
C  0.79673  0.01496  0.22271
C  2.10164  -0.52687  -0.26794
C  -1.77134  -0.67119  -0.56720
H  2.20244  -1.57881  0.01645

Values from the calculation:
**Spin multiplicity**: 1

Atomic partial charges in e from the natural (NBO) method, atoms 1 to 2: 0.2214, -0.2914

---

Molecular formula: CH5INP
Method: DFT, wB97M-V/def2-TZVPD

Geometry (Å):
C  -1.00327  -0.24750  0.71926
H  -0.41810  -0.94155  1.40352
H  -2.10180  -0.37303  0.76781
I  2.54406  -1.34220  0.92726
H  0.87270  1.17470  -0.39983
P  -0.47946  -0.71483  -0.99174
N  0.48781  0.60815  -1.20486
H  -0.73107  0.85021  0.85914
H  0.82914  0.98604  -2.08054

Values from the calculation:
**Spin multiplicity**: 1

Atomic partial charges in e from the natural (NBO) method, atoms 1 to 2: -1.0217, 0.3150

---

Molecular formula: C10H20FN2O6S
Method: DFT, wB97M-V/def2-TZVPD

Geometry (Å):
C  0.98635  2.68473  1.48052
H  -1.71721  -3.41949  -0.61774
H  -0.82237  -4.49523  -1.70521
H  -1.14864  2.88727  1.41034
H  1.62752  2.20705  2.22937
C  2.21962  3.90256  -0.18730
C  -1.89861  -5.52744  -0.14561
C  2.46678  1.51500  -0.07592
H  3.85446  2.26389  1.47860
C  -1.35936  -0.11832  0.68550
C  -3.18299  -5.38865  0.65587
N  1.60106  2.67356  0.15355
H  4.04609  0.54071  1.02510
C  -0.44824  2.05467  1.47833
H  2.57306  1.32505  -1.14456
H  1.15719  3.98099  -2.09487
H  -2.65094  -6.77446  -1.44553
O  -1.32034  -1.00295  -0.18462
H  0.88385  3.72746  1.78593
O  2.96702  4.50443  0.55474
H  -3.19803  -4.45289  1.21584
C  1.90197  4.53997  -1.53373
O  -0.52631  1.43660  -2.14107
H  1.43515  5.49609  -1.28379
F  -0.95618  3.40592  -0.84116
H  4.60532  1.77308  -0.07324
H  -4.05373  -5.41261  -0.00612
H  -3.28922  -6.21926  1.35718
H  2.80379  4.75256  -2.10142
O  -1.90020  -6.78162  -0.84438
N  -0.59210  1.13013  0.33944
H  -1.04414  -5.54742  0.53182
C  3.83253  1.54757  0.66400
H  -2.56971  -4.37416  -1.84780
O  -2.65848  1.65298  -1.12568
H  1.91350  0.65551  0.30031
H  -0.56515  1.55473  2.43173
C  -1.74285  -4.38294  -1.13028
S  -1.25987  1.85521  -1.00082
O  -1.97064  -0.17027  1.75270

Values from the calculation:
**Charge**: -1
**Spin multiplicity**: 1

Atomic partial charges in e from the natural (NBO) method, atoms 1 to 2: -0.2160, 0.2709

---

Molecular formula: C14H20N2O3
Method: DFT, wB97M-V/def2-TZVPD

Geometry (Å):
H  -2.74187  2.47787  0.68023
O  -0.91210  1.14057  -0.93216
H  4.13084  -2.41662  0.18573
H  1.71859  0.58612  1.71658
C  2.61133  -1.28622  1.38704
H  1.02243  3.39702  -1.37598
H  -5.40641  -0.97102  -1.19178
H  1.99533  -2.19931  1.72402
C  3.95433  -0.37638  -0.64473
H  -2.43445  -2.67737  1.03260
H  2.63245  -1.99937  -1.00893
O  -0.56541  2.28396  0.95037
N  -4.58958  -1.43721  -0.96848
H  -1.92931  1.69909  2.24764
C  3.37795  -1.63208  -0.04001
H  2.90372  1.93015  -1.80762
H  3.90184  -0.56941  -1.72615
C  -4.41140  0.81973  0.27442
H  -2.91447  -3.24000  -1.02031
N  -5.19211  1.73461  -0.13786
C  1.20167  2.28082  -0.58894
C  -2.55093  -2.39302  -0.18067
C  -0.18961  1.83203  -0.43675
H  3.43567  1.45266  0.61472
C  -3.43408  -1.29340  -0.31909
H  1.01046  -0.39833  0.24945
H  4.92072  -0.04087  -0.31326
O  -1.21235  -0.59439  1.22891
C  -1.94969  1.95219  1.29579
H  -4.85039  -2.43471  -1.43758
H  3.53086  -1.21223  2.05125
C  2.10800  1.34023  -1.10061
C  3.00155  0.76856  -0.13426
C  -2.14274  0.29689  0.82676
H  1.53294  2.87347  0.24588
C  1.92159  -0.11067  0.79355
H  1.56500  0.54988  -1.81024
C  -3.39115  -0.13224  0.29548
H  -1.65924  -2.00097  -0.62499

Values from the calculation:
**Spin multiplicity**: 1

Atomic partial charges in e from the natural (NBO) method, atoms 1 to 2: 0.2196, -0.5243

---

no.,electronic energy (eV)
1,-68552.8785
2,-7853.5413
3,-19996.5909
4,-39513.5774
5,-23956.2714